Entry 1:
Here is a 20-piece molecular cluster, C65H69N11O40 overall from the Open Molecules 2025 dataset. Energies are from ωB97M-V/def2-TZVPD.

HOMO-LUMO gap: 7.94 eV
2S+1: 1
Energy above the lowest of the compared OMol25 structures with the same formula, charge and spin: 2.4586 eV
DFT total energy: -6128.67386 Eh

XYZ file:
```
185
Properties=species:S:1:pos:R:3:lowdin_charge:R:1
C -0.337 -1.057 -6.634 0.00
N 0.277 -0.484 -7.756 -0.48
O 1.122 -1.151 -8.311 0.08
O -0.009 0.637 -8.086 0.08
H -0.971 -1.839 -7.052 0.12
H -0.872 -0.372 -5.976 0.07
H 0.504 -1.490 -6.094 0.10
C -2.901 1.789 6.213 0.05
N -2.505 2.838 5.250 -0.36
O -1.673 2.540 4.365 0.03
O -3.110 3.935 5.313 0.05
H -3.976 1.810 6.393 0.11
H -2.299 1.890 7.116 0.10
H -2.600 0.837 5.775 0.08
C 2.865 -2.682 -1.825 0.05
N 2.526 -1.918 -3.038 -0.38
O 1.334 -1.699 -3.259 0.01
O 3.475 -1.419 -3.709 0.05
H 2.485 -2.052 -1.021 0.09
H 3.880 -3.080 -1.810 0.11
H 2.222 -3.562 -1.857 0.08
C -2.922 4.896 2.344 0.01
N -4.303 5.324 2.802 -0.33
O -4.551 6.583 2.691 0.02
O -5.025 4.529 3.503 0.01
H -2.650 5.464 1.454 0.08
H -2.854 3.824 2.159 0.06
H -2.279 5.064 3.207 0.09
C -1.986 -2.380 -3.760 0.06
N -2.296 -3.807 -4.185 -0.42
O -2.476 -4.658 -3.326 0.04
O -2.233 -4.037 -5.378 0.06
H -2.533 -1.661 -4.370 0.10
H -0.916 -2.243 -3.916 0.07
H -2.308 -2.356 -2.719 0.08
C -2.846 2.043 -5.955 0.04
N -4.079 2.506 -6.637 -0.39
O -4.278 2.145 -7.809 0.06
O -4.795 3.340 -6.084 0.03
H -3.063 1.484 -5.045 0.08
H -2.194 2.886 -5.730 0.09
H -2.302 1.363 -6.611 0.08
C 3.941 3.211 -1.711 0.05
N 3.424 1.928 -1.337 -0.41
O 3.570 0.969 -2.080 0.07
O 2.839 1.848 -0.262 0.04
H 3.047 3.833 -1.753 0.10
H 4.464 3.277 -2.665 0.11
H 4.561 3.497 -0.862 0.10
C 0.383 6.290 0.954 0.06
N 0.023 6.008 -0.468 -0.45
O 0.707 5.226 -1.078 0.05
O -0.935 6.633 -0.882 0.07
H -0.109 7.230 1.206 0.10
H 1.461 6.440 0.897 0.10
H -0.102 5.368 1.273 0.07
C 1.148 -5.725 -4.068 0.04
N 2.310 -5.013 -4.648 -0.43
O 3.432 -5.524 -4.496 0.06
O 2.067 -4.054 -5.337 0.07
H 0.614 -4.987 -3.470 0.08
H 1.464 -6.524 -3.398 0.09
H 0.579 -6.091 -4.923 0.11
C -0.896 -7.174 -1.060 0.08
N 0.549 -6.805 -0.890 -0.46
O 0.870 -5.652 -0.720 0.03
O 1.381 -7.679 -0.915 0.07
H -0.934 -8.263 -1.021 0.11
H -1.048 -6.817 -2.078 0.08
H -1.476 -6.553 -0.378 0.09
C -3.639 6.173 -5.063 0.05
N -2.545 5.497 -4.360 -0.40
O -2.720 4.322 -3.969 0.01
O -1.460 6.049 -4.413 0.08
H -3.310 5.918 -6.071 0.11
H -3.650 7.228 -4.790 0.11
H -4.553 5.637 -4.811 0.09
C -1.875 -2.879 3.115 0.04
C -1.528 -4.017 2.450 0.01
C -1.295 -5.296 3.087 -0.39
O -0.825 -6.269 2.544 0.12
C -1.550 -5.213 4.549 0.02
C -1.874 -4.146 5.274 0.01
C -2.049 -2.851 4.626 -0.36
O -2.274 -1.755 5.121 0.09
H -2.011 -2.001 2.501 0.11
H -1.470 -3.958 1.373 0.11
H -1.586 -6.114 5.144 0.12
H -2.005 -4.260 6.340 0.13
C 2.129 3.522 4.072 0.04
C 2.735 4.124 3.037 0.01
C 3.652 5.251 3.285 -0.39
O 4.233 5.802 2.370 0.10
C 4.074 5.471 4.708 0.05
C 3.376 4.867 5.708 0.01
C 2.316 3.870 5.531 -0.34
O 1.775 3.378 6.523 0.09
H 1.512 2.664 3.852 0.08
H 2.479 3.768 2.050 0.11
H 4.904 6.127 4.925 0.12
H 3.644 5.064 6.736 0.12
C 1.777 0.224 6.599 0.03
C 2.162 -0.258 7.835 0.04
C 3.325 -1.107 8.051 -0.41
O 3.636 -1.450 9.180 0.11
C 3.909 -1.599 6.807 0.04
C 3.551 -1.087 5.554 0.05
C 2.476 -0.073 5.362 -0.40
O 2.219 0.426 4.308 0.09
H 0.826 0.735 6.579 0.11
H 1.507 -0.081 8.675 0.12
H 4.536 -2.470 6.929 0.12
H 4.067 -1.620 4.769 0.10
C 2.444 2.221 -4.830 0.03
C 1.495 1.324 -4.590 0.00
C 0.261 1.635 -3.882 -0.37
O -0.755 0.924 -3.686 0.04
C 0.162 3.018 -3.511 0.05
C 1.137 4.028 -3.858 0.05
C 2.337 3.682 -4.564 -0.40
O 3.288 4.429 -4.812 0.10
H 3.398 1.996 -5.283 0.13
H 1.710 0.333 -4.962 0.10
H -0.745 3.218 -2.959 0.09
H 0.942 5.058 -3.599 0.10
C 0.329 -0.389 1.781 0.01
C 0.026 0.896 2.135 0.05
C -0.358 1.917 1.149 -0.39
O -0.532 3.049 1.515 0.10
C -0.424 1.412 -0.215 0.02
C -0.089 0.151 -0.599 0.07
C 0.247 -0.897 0.454 -0.35
O 0.318 -2.114 0.224 0.07
H 0.662 -0.990 2.615 0.11
H 0.098 1.208 3.166 0.08
H -0.769 2.183 -0.888 0.10
H -0.122 -0.165 -1.632 0.09
C -5.674 3.608 -2.413 0.03
C -5.590 2.402 -3.008 0.01
C -4.752 1.230 -2.597 -0.40
O -4.789 0.190 -3.214 0.10
C -3.960 1.518 -1.407 0.06
C -3.965 2.813 -0.810 0.06
C -4.716 3.996 -1.283 -0.37
O -4.640 5.075 -0.713 0.10
H -6.353 4.340 -2.825 0.11
H -6.265 2.347 -3.849 0.11
H -3.428 0.749 -0.866 0.09
H -3.453 2.993 0.123 0.09
C 5.399 1.634 1.382 0.00
C 4.994 0.500 1.965 0.04
C 5.302 -0.897 1.492 -0.31
O 4.739 -1.976 1.820 0.07
C 6.363 -0.798 0.480 0.03
C 6.766 0.350 -0.112 0.03
C 6.359 1.650 0.309 -0.44
O 6.744 2.684 -0.183 0.13
H 5.094 2.558 1.851 0.12
H 4.253 0.566 2.747 0.10
H 6.709 -1.750 0.104 0.12
H 7.451 0.311 -0.946 0.13
C 2.455 -4.078 2.805 0.02
C 2.907 -4.994 1.907 0.04
C 3.200 -6.400 2.277 -0.39
O 3.577 -7.237 1.495 0.13
C 2.943 -6.684 3.702 0.03
C 2.475 -5.795 4.614 0.04
C 2.107 -4.406 4.199 -0.41
O 1.640 -3.574 4.935 0.09
H 2.338 -3.037 2.540 0.10
H 2.985 -4.708 0.869 0.11
H 3.230 -7.668 4.041 0.12
H 2.348 -6.018 5.663 0.11
C -4.831 -3.013 -1.646 0.01
C -5.556 -4.096 -1.831 0.00
C -6.043 -5.057 -0.867 -0.35
O -6.743 -6.019 -1.185 0.12
C -5.671 -4.588 0.509 0.04
C -4.876 -3.542 0.782 0.02
C -4.372 -2.667 -0.270 -0.39
O -3.586 -1.773 -0.101 0.10
H -4.448 -2.348 -2.405 0.10
H -5.672 -4.215 -2.899 0.13
H -5.950 -5.274 1.294 0.12
H -4.587 -3.314 1.798 0.11
```



Entry 2:
Here is C65H71NO2P2PdSi as an isolated structure from the Open Molecules 2025 dataset. Energies are from ωB97M-V/def2-TZVPD.

HOMO-LUMO gap (alpha / beta): 6.42 / 6.05 eV
2S+1: 5
Energy above the lowest of the compared OMol25 structures with the same formula, charge and spin: 0.1439 eV
DFT total energy: -3824.27515 Eh
Total charge: +2
<S²>: 6.13

XYZ file:
```
143
Properties=species:S:1:pos:R:3:lowdin_charge:R:1
Pd -0.864 -0.116 0.733 0.66
C 2.509 0.401 1.287 -0.16
Si 0.934 -0.004 2.181 0.65
C 0.922 -1.755 2.846 -0.28
C 2.126 -2.344 3.228 -0.07
C 2.143 -3.586 3.852 -0.05
C 0.956 -4.264 4.085 -0.05
C -0.251 -3.711 3.684 -0.07
C -0.268 -2.470 3.054 -0.37
P -1.801 -1.665 2.545 1.10
C -2.307 -2.096 0.864 -0.34
C -3.418 -1.453 0.357 -0.12
C -3.872 -1.668 -0.951 -0.02
C -3.177 -2.564 -1.797 -0.05
C -2.070 -3.211 -1.368 0.02
C -1.506 -3.032 0.004 -0.25
C -3.085 -2.283 3.662 -0.36
C -4.250 -2.900 3.218 -0.07
C -5.184 -3.349 4.141 -0.05
C -4.963 -3.180 5.499 -0.05
C -3.801 -2.561 5.945 -0.06
C -2.869 -2.105 5.031 -0.11
C 0.499 1.289 3.462 -0.28
C 1.398 1.599 4.486 -0.07
C 1.089 2.568 5.426 -0.04
C -0.121 3.250 5.357 -0.04
C -1.021 2.963 4.346 -0.07
C -0.711 1.982 3.406 -0.36
P -1.796 1.651 1.992 1.05
C -3.472 1.428 2.593 -0.38
C -4.541 1.688 1.731 -0.11
C -5.839 1.450 2.149 -0.05
C -6.077 0.953 3.425 -0.04
C -5.020 0.700 4.286 -0.05
C -3.717 0.938 3.874 -0.10
C -1.803 3.191 1.031 -0.23
C -0.661 3.169 0.102 -0.29
C -0.359 4.191 -0.991 -0.10
C -1.475 6.249 -0.071 -0.30
C -2.297 5.635 1.027 0.02
C -2.474 4.329 1.446 -0.08
H 3.316 0.528 2.013 0.05
H 2.412 1.342 0.742 0.04
H 2.793 -0.381 0.584 0.04
H 3.064 -1.831 3.059 0.11
H 3.083 -4.020 4.161 0.12
H 0.969 -5.229 4.572 0.12
H -1.173 -4.251 3.856 0.12
H -3.987 -0.789 1.001 0.09
H -4.757 -1.159 -1.302 0.12
H -3.544 -2.738 -2.799 0.12
H -1.561 -3.905 -2.020 0.11
H -1.410 -4.004 0.501 0.14
H -4.435 -3.043 2.162 0.10
H -6.084 -3.838 3.796 0.12
H -5.693 -3.534 6.212 0.12
H -3.624 -2.434 7.004 0.12
H -1.963 -1.625 5.382 0.12
H 2.346 1.080 4.560 0.11
H 1.792 2.796 6.216 0.12
H -0.357 4.009 6.090 0.12
H -1.959 3.501 4.292 0.11
H -4.356 2.081 0.738 0.12
H -6.666 1.659 1.484 0.12
H -7.092 0.772 3.751 0.12
H -5.207 0.317 5.280 0.12
H -2.894 0.744 4.549 0.10
H 0.261 3.096 0.712 0.15
H -1.219 4.224 -1.671 0.16
H -1.219 7.251 0.293 0.15
H -2.945 6.350 1.521 0.12
H -3.224 4.195 2.220 0.11
C 3.770 -3.481 -5.046 -0.03
C 2.314 -3.002 -5.122 -0.55
C 1.459 -4.062 -5.830 -0.03
C 2.264 -1.712 -5.939 -0.05
C 1.785 -2.801 -3.704 -0.14
C 1.406 -1.580 -3.208 0.06
C 0.886 -1.457 -1.895 -0.17
N 0.595 -0.280 -1.307 0.14
C 1.084 0.911 -1.818 -0.19
C 2.280 1.174 -2.523 0.05
C 2.660 2.468 -2.842 -0.14
C 1.858 3.563 -2.442 0.06
C 0.717 3.352 -1.699 -0.05
C 0.373 2.032 -1.442 -0.19
O -0.724 1.924 -0.638 -0.08
C -0.110 5.604 -0.448 -0.46
C 0.795 5.596 0.788 -0.01
C 0.564 6.472 -1.517 -0.03
C -2.438 6.463 -1.257 -0.03
C 3.960 2.763 -3.591 -0.55
C 4.725 1.489 -3.945 -0.06
C 4.864 3.638 -2.709 -0.04
C 3.633 3.509 -4.891 -0.03
C 0.624 -2.649 -1.150 -0.15
O -0.148 -2.447 -0.018 -0.11
C 1.150 -3.876 -1.555 -0.07
C 1.708 -3.901 -2.838 0.05
C 1.184 -5.178 -0.731 -0.50
C -0.066 -6.042 -0.975 -0.03
C 1.366 -4.895 0.764 -0.04
C 2.398 -6.029 -1.145 -0.05
H 4.169 -3.620 -6.050 0.09
H 3.857 -4.433 -4.522 0.08
H 4.397 -2.751 -4.530 0.09
H 1.799 -4.188 -6.858 0.09
H 0.409 -3.768 -5.856 0.09
H 1.528 -5.033 -5.341 0.08
H 2.624 -1.907 -6.948 0.10
H 2.902 -0.937 -5.509 0.07
H 1.249 -1.320 -6.021 0.09
H 1.451 -0.696 -3.825 0.10
H 2.936 0.354 -2.769 0.10
H 2.173 4.560 -2.704 0.10
H 1.739 5.088 0.576 0.10
H 0.331 5.116 1.652 0.08
H 1.033 6.620 1.077 0.10
H 1.628 6.247 -1.572 0.08
H 0.475 7.528 -1.260 0.10
H 0.136 6.327 -2.508 0.09
H -2.880 5.526 -1.596 0.08
H -1.934 6.936 -2.097 0.08
H -3.255 7.118 -0.959 0.09
H 5.022 0.928 -3.057 0.09
H 5.635 1.754 -4.482 0.10
H 4.142 0.833 -4.594 0.07
H 5.133 3.119 -1.787 0.09
H 4.385 4.579 -2.440 0.08
H 5.784 3.879 -3.242 0.09
H 2.968 2.921 -5.525 0.09
H 4.549 3.704 -5.448 0.09
H 3.155 4.470 -4.700 0.08
H 2.088 -4.842 -3.201 0.10
H -0.919 -5.750 -0.366 0.07
H 0.158 -7.079 -0.721 0.09
H -0.367 -6.027 -2.023 0.09
H 0.590 -4.266 1.186 0.05
H 2.324 -4.406 0.944 0.10
H 1.368 -5.840 1.309 0.10
H 2.273 -6.503 -2.118 0.09
H 2.519 -6.832 -0.419 0.09
H 3.318 -5.443 -1.158 0.10
```